A structure of composition C3H9PS3. Source: the Open Molecules 2025 dataset; level of theory: ωB97M-V/def2-TZVPD.

Each line ends with the Löwdin charge.
Positions of all 16 atoms, in Å:
1 C -0.33100 -0.22600 1.40479  -0.212
2 C 0.93729 0.00092 -0.91816  -1.043
3 C -0.42928 -0.13400 -0.13552  -1.228
4 P -1.74544 1.14563 -0.64603  0.793
5 S 1.88281 1.62122 -0.63527  0.627
6 S 2.14815 -1.21089 -0.37256  0.690
7 S -1.22068 -1.60875 -0.73363  0.663
8 H -1.33250 -0.29610 1.92674  0.083
9 H 0.00590 0.72994 1.71242  0.040
10 H 0.33366 -1.03118 1.86203  0.091
11 H 0.64701 0.07151 -1.97185  0.039
12 H -0.96588 2.26492 -0.17175  -0.110
13 H -1.31078 1.16906 -2.03153  -0.074
14 H 2.49178 1.22007 0.50558  -0.151
15 H 1.15140 -2.04186 -0.07505  -0.171
16 H -2.26243 -1.67449 0.27979  -0.037

Output
energy relative to the best compared isomer or geometry (same formula, charge and spin): 271.8 kJ/mol
lowest unoccupied orbital energy: 0.5216 eV
2S+1: 1
frontier orbital gap: 9.43 eV

---

A structure of composition C6H18B2F8KO3. Source: the Open Molecules 2025 dataset; level of theory: ωB97M-V/def2-TZVPD.

Each line ends with the Löwdin charge.
Positions of all 38 atoms, in Å:
1 K -0.67104 0.06731 -0.26897  0.942
2 B -5.19527 1.07229 -0.53068  -1.474
3 F -6.54953 1.30834 -0.31685  0.091
4 F -4.91308 0.96272 -1.81765  0.180
5 F -4.55198 2.13467 0.00163  0.134
6 F -4.88409 -0.00220 0.29318  0.090
7 B -0.98076 1.66023 5.63021  -1.381
8 F -1.87787 1.12975 6.53041  0.109
9 F -0.63798 2.91345 6.01781  0.128
10 F 0.14461 0.89283 5.65229  0.115
11 F -1.54221 1.71989 4.30920  0.036
12 C -1.86839 -5.04278 1.93366  -0.106
13 C -1.20650 -6.08619 1.09888  -0.351
14 O -2.22717 -6.55818 0.27015  -0.076
15 H -2.80160 -5.41348 2.35770  0.085
16 H -2.21660 -4.19224 1.34762  0.072
17 H -1.18028 -4.76586 2.73235  0.079
18 H -0.86996 -6.86148 1.78719  0.116
19 H -0.38511 -5.64609 0.53344  0.107
20 H -2.45731 -5.80151 -0.27399  0.082
21 C 2.90985 -0.74830 -5.47759  -0.089
22 C 1.58293 -0.15730 -5.79852  -0.351
23 O 0.99936 0.39313 -4.63728  -0.084
24 H 3.45815 -0.06518 -4.82888  0.077
25 H 3.46867 -0.85725 -6.40708  0.080
26 H 2.85848 -1.62037 -4.82571  0.076
27 H 0.84897 -0.79737 -6.28813  0.112
28 H 1.70914 0.66611 -6.50149  0.110
29 H 0.40313 1.06189 -4.98206  0.083
30 C 3.87278 4.36831 0.68935  -0.106
31 C 2.83151 4.58157 1.74982  -0.314
32 O 2.04471 3.39145 1.84556  -0.086
33 H 4.65568 5.12584 0.65317  0.068
34 H 3.51829 4.19292 -0.32636  0.072
35 H 4.49631 3.51089 0.94259  0.068
36 H 2.14780 5.35600 1.40212  0.105
37 H 3.21017 4.87340 2.72939  0.117
38 H 1.85610 3.23280 2.77339  0.086

Output
energy relative to the best compared isomer or geometry (same formula, charge and spin): 387.3 kJ/mol
lowest unoccupied orbital energy: 0.3216 eV
2S+1: 1
charge: -1
frontier orbital gap: 8.04 eV

---

The ion C6H3F2O4S with charge -1. Source: the Open Molecules 2025 dataset; level of theory: ωB97M-V/def2-TZVPD.

Each line ends with the Löwdin charge.
Positions of all 16 atoms, in Å:
1 C 1.49800 -1.11645 -0.00426  -0.032
2 C 0.10956 -1.14533 0.26869  -0.069
3 C 1.87359 0.20401 -0.06145  -0.145
4 C -0.25604 0.16393 0.34637  -0.376
5 C 3.31308 0.85756 -0.21400  -0.715
6 C -2.85379 0.15091 -0.52035  -0.521
7 O 3.59908 1.24206 -1.34179  -0.026
8 O 3.93269 0.85783 0.84816  -0.027
9 O -2.40439 0.62197 2.04217  -0.540
10 O 0.79812 0.97942 0.15774  0.034
11 F -2.42948 0.42952 -1.76356  0.035
12 F -4.16302 0.49170 -0.47256  0.014
13 S -1.88258 1.15786 0.79042  1.034
14 H 2.14234 -1.96102 -0.13857  0.104
15 H -0.51541 -2.00906 0.38767  0.099
16 H -2.76173 -0.92491 -0.32469  0.130

Output
energy relative to the best compared isomer or geometry (same formula, charge and spin): 0.0 kJ/mol
lowest unoccupied orbital energy: 3.0206 eV
2S+1: 1
charge: -1
frontier orbital gap: 7.69 eV

---

A structure of composition C3HNdO2. Source: the Open Molecules 2025 dataset; level of theory: ωB97M-V/def2-TZVPD.

Each line ends with the Löwdin spin population.
Positions of all 7 atoms, in Å:
1 O 0.20791 -1.18655 -0.04488  -0.018
2 O -0.10031 0.97264 -0.11639  -0.025
3 C -0.57622 -0.20024 -0.15380  -0.001
4 Nd 2.33388 0.22414 -0.07223  3.050
5 C -3.13836 -0.26060 0.33181  -0.006
6 C -2.01942 -0.39647 -0.16485  0.000
7 H -3.46020 -1.34236 -0.12440  0.000

Output
energy relative to the best compared isomer or geometry (same formula, charge and spin): 19.8 kJ/mol
<S²>: 3.762
lowest unoccupied orbital energy (alpha / beta): -13.3022 / -12.1244 eV
2S+1: 4
charge: +2
frontier orbital gap (alpha / beta): 4.58 / 5.78 eV

---

A structure of composition C14H14BBaF9N6O. Source: the Open Molecules 2025 dataset; level of theory: ωB97M-V/def2-TZVPD.

Each line ends with the Löwdin charge.
Positions of all 46 atoms, in Å:
1 C -2.83468 -1.64734 0.12612  -0.059
2 N -1.52789 -1.43069 -0.09157  -0.349
3 N -1.15372 -2.19950 -1.17531  -0.064
4 C -2.23272 -2.90662 -1.60306  -0.010
5 C -3.32871 -2.58383 -0.80456  0.017
6 B 0.33254 -2.27753 -1.71941  -0.477
7 N 0.90332 -0.96899 -2.40721  -0.063
8 N 1.18553 0.19256 -1.71667  -0.362
9 C 1.70431 1.06790 -2.59226  -0.064
10 C 1.78916 0.47764 -3.86959  0.014
11 C 1.27586 -0.80776 -3.70449  -0.007
12 Ba 0.00000 0.00000 0.00000  2.421
13 N 1.24712 -2.59793 -0.51253  0.030
14 N 1.28853 -1.67465 0.47891  -0.231
15 C 2.12733 -2.13177 1.42276  0.019
16 C 2.64309 -3.38543 1.03175  0.147
17 C 2.05583 -3.64489 -0.20783  0.094
18 H 2.31402 -1.54395 2.32173  0.159
19 H 2.15277 -4.48929 -0.88930  0.172
20 H 3.34566 -4.01534 1.57562  0.161
21 H 0.37061 -3.16521 -2.54261  0.142
22 H 1.15423 -1.62549 -4.41402  0.149
23 H -2.13791 -3.59483 -2.44221  0.148
24 H 2.18103 0.92181 -4.78373  0.129
25 H -4.34084 -2.97967 -0.87765  0.129
26 H 1.99047 2.06436 -2.25643  0.135
27 H -3.34214 -1.12556 0.93725  0.131
28 H 0.89985 2.34242 0.64237  -0.006
29 C 0.65515 3.41380 0.56155  -0.003
30 H 1.36360 3.90132 -0.12748  0.078
31 H -0.37054 3.52816 0.17546  0.055
32 H 0.72794 3.88318 1.55579  0.054
33 F 0.19325 1.18761 4.07757  0.133
34 C -0.01207 2.43976 3.52318  -0.398
35 F -0.56313 3.24570 4.50444  0.160
36 F 1.26741 2.90222 3.29645  0.128
37 C -1.00978 2.35450 2.26563  -0.162
38 O -0.59052 1.37690 1.32493  -0.549
39 C -2.19785 1.45195 2.85536  -0.416
40 F -2.73735 1.93448 4.03867  0.154
41 F -3.22679 1.32840 1.93388  0.136
42 F -1.77842 0.15466 3.12580  0.111
43 C -1.86175 3.71059 1.93256  -0.396
44 F -2.71625 4.04861 2.96868  0.151
45 F -1.15399 4.88820 1.75979  0.120
46 F -2.64928 3.51178 0.80924  0.137

Output
energy relative to the best compared isomer or geometry (same formula, charge and spin): 881.6 kJ/mol
lowest unoccupied orbital energy (alpha / beta): -11.8518 / -10.6708 eV
2S+1: 1
charge: +2
frontier orbital gap (alpha / beta): 4.30 / 5.57 eV

---

A cluster of 8 separate species, C8H32N6O8 in total. Source: the Open Molecules 2025 dataset; level of theory: ωB97M-V/def2-TZVPD.

Each line ends with the Löwdin charge.
Positions of all 54 atoms, in Å:
1 C 1.52621 -1.65841 -2.24468  -0.137
2 O 1.70436 -1.36225 -0.89650  -0.125
3 H 2.32047 -2.29623 -2.63253  0.093
4 H 0.60894 -2.23592 -2.35962  0.071
5 H 1.43683 -0.69229 -2.74139  0.082
6 H 2.35326 -2.02157 -0.63991  0.085
7 C 1.22012 -3.73478 2.04519  -0.148
8 O 2.14749 -2.64270 1.92373  -0.106
9 H 0.50171 -3.70832 2.86451  0.077
10 H 0.58729 -3.83884 1.16383  0.065
11 H 1.79095 -4.66329 2.03513  0.077
12 H 1.59497 -2.02187 1.44321  0.025
13 C 2.96656 3.68201 1.18125  -0.143
14 O 4.31739 3.65563 0.73050  -0.133
15 H 2.66881 2.66117 1.42068  0.067
16 H 2.85425 4.39248 2.00021  0.084
17 H 2.36175 3.91590 0.30512  0.056
18 H 4.82373 4.45870 0.87299  0.070
19 C 0.91082 0.71888 4.16754  -0.136
20 O -0.19949 1.43105 3.55083  -0.154
21 H 0.73524 -0.35616 4.12800  0.066
22 H 1.83213 0.87834 3.60733  0.067
23 H 0.94171 0.99296 5.22207  0.074
24 H -0.24145 0.95736 2.71689  -0.010
25 C 0.10090 1.38809 0.13776  -0.165
26 O 0.48130 0.39724 1.05724  -0.135
27 H -0.21931 2.28446 0.66888  0.090
28 H 0.96309 1.72768 -0.43619  0.073
29 H -0.66287 1.01001 -0.54180  0.061
30 H 0.78067 -0.36692 0.55920  0.038
31 C -2.72503 -2.54422 -2.91188  -0.772
32 O -2.51439 -2.48343 -4.10755  0.047
33 N -2.42746 -1.62067 -1.98477  0.144
34 N -3.33204 -3.52853 -2.33487  0.165
35 H -2.02863 -0.80220 -2.42197  0.101
36 H -2.02383 -1.91082 -1.10556  0.080
37 H -3.58468 -4.30548 -2.92869  0.128
38 H -3.64195 -3.43883 -1.37779  0.094
39 C 0.63770 3.79219 -2.66733  -0.763
40 O 1.48575 4.63002 -2.28404  0.004
41 N 0.84506 2.87008 -3.53038  0.167
42 N -0.54609 3.62079 -2.11999  0.152
43 H 1.76436 2.83991 -3.94761  0.130
44 H 0.18146 2.11980 -3.66012  0.111
45 H -1.23541 3.06410 -2.60479  0.106
46 H -0.90312 4.30528 -1.46876  0.123
47 C -2.53874 -1.16107 1.66714  -0.814
48 O -1.83908 -1.17376 2.65011  0.073
49 N -2.92190 -0.14884 0.95228  0.181
50 N -3.02694 -2.23939 1.18489  0.154
51 H -2.55529 0.74680 1.24130  0.120
52 H -3.75880 -0.20024 0.38920  0.116
53 H -3.76023 -2.25071 0.49045  0.096
54 H -2.75877 -3.13332 1.57102  0.128

Output
energy relative to the best compared isomer or geometry (same formula, charge and spin): 244.6 kJ/mol
lowest unoccupied orbital energy: -0.1166 eV
2S+1: 1
structure (SMILES): NC(N)=O.NC(N)=O.NC(N)=O.CO.CO.CO.CO.CO
frontier orbital gap: 9.07 eV

---

A structure of composition C19H35BrIrN2O4SSi. Source: the Open Molecules 2025 dataset; level of theory: ωB97M-V/def2-TZVPD.

Each line ends with the Löwdin spin population.
Positions of all 64 atoms, in Å:
1 Ir 1.77630 0.27037 -0.27127  0.859
2 C 4.13277 3.21205 -0.04131  0.001
3 C 4.72940 2.30588 -1.11219  0.004
4 O 4.05892 1.05675 -1.19716  0.053
5 C 4.83713 -0.11441 -1.00080  0.002
6 C 4.05363 -1.24614 -1.62262  0.001
7 O 2.78862 -1.47367 -0.95047  0.007
8 C 2.84692 -2.55785 -0.00313  0.001
9 C 1.48488 -2.86647 0.54429  0.003
10 O 1.05489 -1.79335 1.39618  0.040
11 C -0.07779 -2.16174 2.14944  0.002
12 C 2.76362 2.96762 1.83678  -0.004
13 O 3.72499 2.44052 1.11285  0.001
14 H 3.24560 3.71147 -0.43406  0.000
15 H 4.85706 3.95070 0.30045  0.000
16 H 5.80478 2.16486 -0.99954  0.001
17 H 4.56612 2.82381 -2.06067  0.000
18 H 5.05490 -0.26868 0.06132  0.000
19 H 5.78234 -0.03875 -1.54694  0.001
20 H 4.62440 -2.17428 -1.61105  0.000
21 H 3.80817 -0.99156 -2.65159  0.000
22 H 3.54250 -2.31027 0.80342  0.000
23 H 3.21014 -3.44208 -0.53104  0.000
24 H 1.57490 -3.79060 1.12487  0.000
25 H 0.76063 -3.02593 -0.25951  0.001
26 H 0.14084 -3.05850 2.73412  0.001
27 H -0.95273 -2.34750 1.51961  0.000
28 H 2.63818 2.48123 2.79326  0.000
29 H 2.64350 4.04629 1.80760  0.000
30 C -0.92822 0.77441 -4.33800  -0.001
31 Si -0.56242 0.30974 -2.57017  0.008
32 C -1.72487 1.23411 -1.41645  0.004
33 C -0.82792 -1.53080 -2.29057  0.006
34 C 1.22814 0.72208 -2.18075  -0.006
35 H -1.94313 0.48352 -4.61723  0.000
36 H -0.24240 0.28443 -5.03186  0.000
37 H -0.83852 1.85195 -4.48934  0.000
38 H -2.75543 1.15495 -1.77084  0.000
39 H -1.47990 2.29660 -1.35024  0.000
40 H -1.67178 0.80655 -0.41202  0.002
41 H -1.71559 -1.88760 -2.81700  0.001
42 H -0.97126 -1.74869 -1.22670  0.002
43 H 0.02110 -2.11940 -2.64650  0.000
44 H 1.44718 1.77421 -2.39750  0.002
45 H 1.86711 0.12937 -2.84635  0.000
46 N -2.06547 0.94934 2.23812  0.000
47 C -2.00434 -0.26498 2.73453  0.000
48 S -0.44290 -0.84135 3.34575  0.003
49 N -3.05994 -1.03868 2.86199  0.000
50 C -4.39116 -0.71865 2.40639  0.000
51 C -4.60495 -0.38140 1.07671  0.000
52 C -5.89466 -0.08456 0.66215  0.000
53 C -6.94844 -0.14548 1.56386  0.000
54 C -6.71959 -0.50560 2.88449  0.000
55 C -5.43350 -0.79184 3.31665  0.000
56 H -1.21049 1.46714 2.08040  0.000
57 H -2.95069 1.35624 1.96120  0.000
58 H -2.94312 -1.86111 3.43864  0.000
59 H -3.78639 -0.37863 0.36709  0.000
60 H -6.07794 0.17710 -0.37098  0.000
61 H -7.95315 0.07957 1.23378  0.000
62 H -7.54228 -0.56114 3.58368  0.000
63 H -5.24490 -1.06274 4.34806  0.000
64 Br 0.89619 2.30154 0.77818  0.005

Output
energy relative to the best compared isomer or geometry (same formula, charge and spin): 195.1 kJ/mol
<S²>: 0.753
lowest unoccupied orbital energy (alpha / beta): -5.4738 / -5.4953 eV
2S+1: 2
charge: +2
frontier orbital gap (alpha / beta): 8.24 / 7.96 eV

---

Please write out number 2 again, unchanged.
A structure of composition C6H18B2F8KO3. Source: the Open Molecules 2025 dataset; level of theory: ωB97M-V/def2-TZVPD.

Each line ends with the Löwdin charge.
Positions of all 38 atoms, in Å:
1 K -0.67104 0.06731 -0.26897  0.942
2 B -5.19527 1.07229 -0.53068  -1.474
3 F -6.54953 1.30834 -0.31685  0.091
4 F -4.91308 0.96272 -1.81765  0.180
5 F -4.55198 2.13467 0.00163  0.134
6 F -4.88409 -0.00220 0.29318  0.090
7 B -0.98076 1.66023 5.63021  -1.381
8 F -1.87787 1.12975 6.53041  0.109
9 F -0.63798 2.91345 6.01781  0.128
10 F 0.14461 0.89283 5.65229  0.115
11 F -1.54221 1.71989 4.30920  0.036
12 C -1.86839 -5.04278 1.93366  -0.106
13 C -1.20650 -6.08619 1.09888  -0.351
14 O -2.22717 -6.55818 0.27015  -0.076
15 H -2.80160 -5.41348 2.35770  0.085
16 H -2.21660 -4.19224 1.34762  0.072
17 H -1.18028 -4.76586 2.73235  0.079
18 H -0.86996 -6.86148 1.78719  0.116
19 H -0.38511 -5.64609 0.53344  0.107
20 H -2.45731 -5.80151 -0.27399  0.082
21 C 2.90985 -0.74830 -5.47759  -0.089
22 C 1.58293 -0.15730 -5.79852  -0.351
23 O 0.99936 0.39313 -4.63728  -0.084
24 H 3.45815 -0.06518 -4.82888  0.077
25 H 3.46867 -0.85725 -6.40708  0.080
26 H 2.85848 -1.62037 -4.82571  0.076
27 H 0.84897 -0.79737 -6.28813  0.112
28 H 1.70914 0.66611 -6.50149  0.110
29 H 0.40313 1.06189 -4.98206  0.083
30 C 3.87278 4.36831 0.68935  -0.106
31 C 2.83151 4.58157 1.74982  -0.314
32 O 2.04471 3.39145 1.84556  -0.086
33 H 4.65568 5.12584 0.65317  0.068
34 H 3.51829 4.19292 -0.32636  0.072
35 H 4.49631 3.51089 0.94259  0.068
36 H 2.14780 5.35600 1.40212  0.105
37 H 3.21017 4.87340 2.72939  0.117
38 H 1.85610 3.23280 2.77339  0.086

Output
energy relative to the best compared isomer or geometry (same formula, charge and spin): 387.3 kJ/mol
lowest unoccupied orbital energy: 0.3216 eV
2S+1: 1
charge: -1
frontier orbital gap: 8.04 eV

---

Question: Among the records above, which one has the lowest energy relative to the best compared isomer or geometry (same formula, charge and spin)?
Answer: C6H3F2O4S